Entry from the OMol25 dataset: 2 unconnected molecules or ions with the total composition C5H16N2O in a non-equilibrium geometry (the ωB97M-V functional and the def2-TZVPD basis).

Summary:
HOMO, eV: -8.43
Total charge: 0
2S+1: 1
Energy, eV: -10471.317
F_max, hartree/bohr: 0.041
SMILES string: CCN[C@@H](C)CN.O

XYZ file:
```
24
Properties=species:S:1:pos:R:3:forces:R:3
C -1.342 -2.216 -1.347 0.704 -0.301 0.176
C -0.174 -1.178 -1.306 -2.097 -0.327 -0.045
N -0.550 0.052 -0.634 0.447 -0.185 0.852
C 1.066 1.865 -1.180 1.206 1.444 0.498
C 0.563 0.885 -0.125 -1.586 0.271 -1.116
C 0.063 1.623 1.152 1.275 -0.328 -0.124
N 0.917 1.444 2.333 -0.525 0.139 0.040
H -2.062 -2.162 -0.530 -0.087 0.634 -0.178
H -0.911 -3.200 -1.183 0.179 -0.266 -0.242
H -1.789 -2.251 -2.336 -0.441 0.147 0.103
H 0.610 -1.678 -0.757 0.658 0.347 -0.110
H 0.032 -0.991 -2.355 0.977 -0.147 -0.230
H -1.193 0.608 -1.184 0.060 -0.069 -0.042
H 1.175 1.573 -2.224 -0.265 -0.603 0.150
H 0.534 2.823 -1.164 -0.456 -0.310 -0.101
H 2.071 2.198 -0.872 -0.003 -0.137 -0.128
H 1.384 0.232 0.120 0.199 -0.477 0.311
H -0.004 2.689 0.932 -0.271 0.045 0.134
H -0.903 1.190 1.393 -0.193 0.291 -0.022
H 0.759 0.512 2.690 0.377 -0.062 0.142
H 1.904 1.583 2.153 -0.114 -0.085 -0.083
H -0.114 -2.039 1.645 -0.035 0.239 0.051
H -1.083 -1.406 2.683 0.145 0.013 -0.167
O -0.955 -2.158 2.095 -0.156 -0.274 0.133
```
Forces are in eV/Å.

Results of the Löwdin charge analysis, in e, for atoms 1 through 6: atom 1 (C): -0.09, atom 2 (C): -0.28, atom 3 (N): -0.07, atom 4 (C): -0.07, atom 5 (C): -0.39, atom 6 (C): -0.23